No. 1
Entry from the OMol25 dataset: C21H21AsF6NO2PtTe as an isolated structure in a non-equilibrium geometry (wB97M-V/def2-TZVPD).

Calculated total energy (eV): -115368.086
Lowest unoccupied orbital energy (spin up / spin down) (eV): -10.948 / -10.942
Multiplicity: 2
Frontier orbital gap (spin up / spin down) (eV): 3.18 / 3.20
Energy above the lowest of the compared OMol25 structures with the same formula, charge and spin (kcal/mol): 43.2
Charge: +2

```
54
C21H21AsF6NO2PtTe, DFT wB97M-V/def2-TZVPD
H 1.251 2.051 -0.577
H 1.703 2.239 1.124
C 3.225 1.375 -0.120
F 0.032 -2.757 1.360
C -4.713 -0.513 -1.234
C -0.567 -1.514 -3.699
F -1.511 -4.799 1.127
F -2.116 -2.524 0.172
C -0.723 3.953 4.130
H -0.500 -1.541 -4.788
C -1.957 -1.641 -3.261
C 5.827 0.846 -0.955
H -5.299 -1.247 -0.678
F 0.083 -2.368 -1.029
H 4.016 3.151 0.773
C -1.023 3.282 2.953
H -4.161 0.136 -0.545
C -4.141 -2.174 -3.142
H 2.732 -1.777 -1.228
H -0.002 -2.384 -3.343
H -2.824 -3.160 -4.626
O -1.424 -0.088 1.695
H 1.874 -0.477 -2.059
H -0.685 0.083 4.062
H 5.059 -0.964 -1.805
H -1.234 3.821 2.042
F 0.684 -4.609 -0.209
C -0.424 1.850 5.266
F -1.487 -4.262 -1.409
C 5.530 2.018 -0.237
H -0.222 1.297 6.171
C -1.032 1.887 2.941
H -0.126 -0.594 -3.307
H -0.170 3.766 6.190
Pt -1.538 -0.160 -0.627
C 4.244 2.261 0.207
H -5.111 -2.598 -3.307
C 3.523 0.192 -0.863
O -1.308 1.770 0.578
C 4.828 -0.063 -1.259
C -0.720 1.163 4.094
C -1.305 1.166 1.686
N -2.493 -0.890 -2.252
C -3.822 -1.191 -2.170
C 2.408 -0.740 -1.136
As -0.762 -3.746 0.072
H 6.842 0.658 -1.267
C -2.972 -2.459 -3.824
C -0.406 3.239 5.277
C 1.814 1.600 0.252
H -0.752 5.030 4.154
H -5.441 0.090 -1.790
H 6.306 2.745 -0.050
Te 0.989 -0.425 0.471
```

---

No. 2
Entry from the OMol25 dataset: an isolated ion of composition CF2IO2S and charge -1 in a non-equilibrium geometry (wB97M-V/def2-TZVPD).

Calculated total energy (eV): -29502.588
Lowest unoccupied orbital energy (spin up / spin down) (eV): 3.191 / 3.191
Multiplicity: 1
Frontier orbital gap (spin up / spin down) (eV): 7.25 / 7.25
Energy above the lowest of the compared OMol25 structures with the same formula, charge and spin (kcal/mol): 22.7
Charge: -1

```
7
CF2IO2S, DFT wB97M-V/def2-TZVPD
S 1.633 -0.018 0.564
F -2.018 0.546 0.801
F -1.896 1.354 -1.152
I -0.302 -1.279 -1.011
O 1.889 -0.909 1.683
C -2.135 0.121 -0.537
O 2.828 0.186 -0.349
```

---

No. 3
Entry from the OMol25 dataset: C55H47IKN10P as an isolated structure in a non-equilibrium geometry (wB97M-V/def2-TZVPD).

Calculated total energy (eV): -106412.272
Lowest unoccupied orbital energy (eV): 0.141
Multiplicity: 1
Frontier orbital gap (eV): 4.40
Energy above the lowest of the compared OMol25 structures with the same formula, charge and spin (kcal/mol): 46.6

```
115
C55H47IKN10P, DFT wB97M-V/def2-TZVPD
C 2.925 -2.712 -6.428
C -3.533 -5.222 5.054
C 3.393 2.939 2.035
C -3.107 -6.465 4.631
C -0.094 -2.106 -1.713
H -3.615 -4.776 0.977
C 3.348 -1.753 -1.100
H -0.269 7.121 -0.633
C -2.230 -2.992 2.367
C 3.542 -3.887 -4.028
H 2.896 -2.545 0.847
N 4.174 4.056 1.908
C 5.555 -0.593 0.035
C 3.954 -3.688 -6.362
C 3.555 -1.892 0.288
C 4.201 -1.005 -1.928
C 1.720 -2.715 -2.895
K 1.086 0.295 0.841
C -2.145 -6.516 3.591
H 3.731 -4.468 -3.102
C 4.654 4.069 0.628
N 3.438 2.218 0.947
C -1.938 0.930 5.221
H -0.507 -1.533 7.128
N 2.293 1.311 3.530
C 2.111 2.475 5.409
H 5.995 0.286 -1.810
C -2.396 4.599 -0.632
H -0.264 -4.257 -3.930
H -2.678 -4.503 -0.593
C -1.052 -1.675 5.044
H -4.317 -5.184 5.841
C 2.187 -2.403 -5.316
C -0.141 3.740 0.207
H 4.538 -3.852 -7.242
H -1.376 4.962 -5.505
C -4.198 3.232 -3.554
N 2.753 3.238 4.470
C -1.806 -5.353 2.924
C -2.902 2.970 -3.247
P -1.784 -1.657 -1.287
C -1.978 5.876 -0.529
H -3.619 -3.147 4.544
C -3.475 4.910 -5.184
N 0.964 -1.892 -0.912
H -3.169 -1.158 -3.285
H 4.269 2.646 -0.974
H -3.349 -7.326 5.220
C -3.165 -4.055 0.297
I -0.564 4.686 3.223
C -1.840 0.108 -1.382
C -2.481 -4.185 3.189
H 5.129 4.978 0.304
H -1.578 -3.165 -3.487
H -5.503 4.479 -4.717
C 2.461 -3.025 -4.112
N -1.288 1.086 -0.618
C 0.306 5.123 -0.108
H -1.150 2.613 1.863
C -1.456 3.529 -0.546
N -1.366 -1.149 1.432
H -0.819 3.549 -3.608
C 4.168 2.900 0.048
H -2.691 6.701 -0.694
H 0.532 3.030 -0.249
C 2.057 -2.250 -1.625
H -2.374 1.950 5.277
H 5.036 -4.941 -5.015
H 3.973 -0.826 -2.949
H 1.276 0.461 5.148
N 0.364 -2.607 -2.920
C -0.597 6.133 -0.378
H 4.312 4.815 2.545
C -0.952 -0.997 6.259
C -3.288 -4.127 4.278
H 1.327 5.328 -0.043
C -2.050 0.246 4.006
C -1.761 -1.989 0.467
C 1.824 1.272 4.782
H 3.051 4.217 4.592
N -2.356 -3.093 0.973
H -0.700 -2.712 5.058
C 2.880 2.477 3.325
C -4.461 4.232 -4.556
H 6.434 -0.166 0.508
H -1.105 -5.392 2.116
H -3.705 5.714 -5.870
C 5.333 -0.409 -1.310
H 0.749 2.757 1.900
C 4.276 -4.225 -5.125
H -1.181 0.960 7.178
H 1.812 2.827 6.406
C -3.313 -0.099 -3.431
N -2.575 0.634 -2.391
C -1.665 -1.778 2.609
C 4.740 -1.348 0.849
H -3.355 4.268 -0.872
C -2.461 2.000 -2.241
H -2.474 0.744 3.094
C -0.249 3.259 1.711
C -1.432 0.306 6.347
H -5.090 2.838 -3.076
C -2.156 4.547 -4.948
C -1.706 2.262 -1.138
H -4.031 -3.530 -0.147
H -3.061 0.346 -4.405
C -1.811 3.680 -3.955
H 1.467 -1.596 -5.330
C -1.595 -1.064 3.904
H -1.589 -7.390 3.329
H 4.851 -1.337 1.950
H 2.797 -2.270 -7.400
C -0.536 -3.237 -3.805
H -0.586 -2.779 -4.794
H -4.378 0.090 -3.217
```

---

No. 4
Entry from the OMol25 dataset: a single C3H5BrS molecule in a non-equilibrium geometry (wB97M-V/def2-TZVPD).

Calculated total energy (eV): -84067.945
Lowest unoccupied orbital energy (eV): 0.597
Multiplicity: 1
Frontier orbital gap (eV): 8.83
Energy above the lowest of the compared OMol25 structures with the same formula, charge and spin (kcal/mol): 30.7
SMILES: C=C(Br)SC

```
10
C3H5BrS, DFT wB97M-V/def2-TZVPD
Br 1.941 0.018 0.796
H -0.038 -2.540 -0.055
H -1.754 -1.999 0.479
H 1.313 2.767 -0.702
H -0.543 2.364 -1.004
C -0.676 -1.725 0.474
H -0.304 -1.578 1.385
C 0.508 2.095 -0.696
C 0.501 0.762 -0.139
S -0.947 -0.164 -0.537
```

---

No. 5
Entry from the OMol25 dataset: a single C2H3NO3 molecule in a non-equilibrium geometry (wB97M-V/def2-TZVPD).

Calculated total energy (eV): -9752.861
Lowest unoccupied orbital energy (eV): -0.921
Multiplicity: 1
Frontier orbital gap (eV): 9.27
Energy above the lowest of the compared OMol25 structures with the same formula, charge and spin (kcal/mol): 74.5
SMILES: O=NCC(=O)O

```
9
C2H3NO3, DFT wB97M-V/def2-TZVPD
N 1.289 -0.422 -0.027
C 0.296 0.618 0.044
O 2.221 -0.374 0.747
H -0.260 -1.543 -0.783
C -1.106 -0.039 0.042
O -2.052 0.512 0.511
H 0.350 1.178 -0.893
O -1.147 -1.233 -0.529
H 0.408 1.302 0.887
```

---

No. 6
Entry from the OMol25 dataset: C33H40Cl2GeN7O5W as an isolated structure (wB97M-V/def2-TZVPD).

Calculated total energy (eV): -138911.638
Lowest unoccupied orbital energy (spin up / spin down) (eV): -6.668 / -6.256
Multiplicity: 2
Frontier orbital gap (spin up / spin down) (eV): 6.14 / 6.57
Energy above the lowest of the compared OMol25 structures with the same formula, charge and spin (kcal/mol): 19.2
Charge: +2

```
89
C33H40Cl2GeN7O5W, DFT wB97M-V/def2-TZVPD
H 1.605 5.441 0.864
O -2.738 1.440 0.512
C -1.048 1.452 -2.769
C -1.164 2.746 -4.774
C 2.129 -3.758 3.130
C 2.426 0.713 -0.917
H 1.012 -4.951 -2.047
H -4.984 -3.890 -0.875
C 0.837 5.059 1.520
C -4.265 -3.112 -0.659
N -2.427 -1.104 -0.099
C 0.140 -2.514 2.068
Cl -1.583 2.863 -6.434
N -0.756 3.324 1.957
O -1.820 -1.202 -3.546
H 3.488 -2.950 -4.087
H -0.423 1.159 2.645
N -2.417 0.962 2.701
N -0.264 2.292 -0.731
C -1.865 -0.810 -2.413
C 3.707 0.686 -1.426
C -1.391 1.556 -4.115
C -3.116 -1.699 0.886
H -0.703 -3.069 -1.826
H 3.874 -3.675 -2.523
H 0.926 6.671 2.936
C 0.616 3.209 -0.092
Ge 0.392 -1.883 0.199
O 1.647 3.543 -0.619
H -1.893 3.543 3.665
C -0.539 5.186 3.458
O 1.008 0.838 0.955
H 1.903 -1.646 0.032
H -5.613 3.545 1.586
C -2.651 -1.512 -1.356
C 1.800 -3.070 -2.724
H -0.593 -4.124 -0.428
C 0.458 5.734 2.668
C -4.848 2.998 1.048
H 0.190 4.585 -2.273
C -4.037 -2.699 0.647
W -0.866 0.493 0.036
H 2.499 -4.763 3.335
C 3.265 0.905 1.267
H 1.958 -2.062 -2.319
H 1.929 -3.302 4.105
H 2.971 -4.593 -3.725
H 1.057 -2.967 -3.520
C 4.787 0.772 -0.566
H -0.965 -0.420 2.752
H -0.879 5.674 4.360
C 3.213 -2.966 2.406
H 4.145 -2.980 2.972
C 3.109 -3.599 -3.298
H -4.205 3.669 0.485
C 4.556 0.884 0.800
C -0.594 3.836 -4.096
H -4.568 -3.146 1.476
H -3.676 -2.777 -2.718
N -1.140 0.496 2.337
H 2.991 0.983 2.308
H 5.798 0.750 -0.949
H -2.930 -1.358 1.894
C 0.813 -3.876 2.361
N 2.238 0.819 0.406
N -1.235 0.349 -1.914
C -0.256 3.733 -2.764
C -3.065 1.616 1.699
H 1.994 -4.125 -0.858
H -2.549 1.289 3.649
H 5.370 0.953 1.506
O -4.063 2.336 2.086
C 1.231 -3.966 -1.628
C 0.200 3.868 1.197
H 0.990 -4.426 1.432
H -0.934 -2.600 2.259
H -1.808 0.725 -4.659
C -1.103 3.983 3.063
C -0.490 2.537 -2.089
H 1.542 0.653 -1.534
Cl -0.303 5.321 -4.905
H 3.837 0.601 -2.495
H 3.415 -3.386 1.418
H 2.925 -1.920 2.267
H 0.545 -1.766 2.762
H 0.127 -4.492 2.945
C -0.047 -3.378 -1.012
H -5.290 2.250 0.396
C -3.555 -2.503 -1.679
```

---

No. 7
Entry from the OMol25 dataset: a single C8H10F2N2O2 molecule in a non-equilibrium geometry (wB97M-V/def2-TZVPD).

Calculated total energy (eV): -20961.344
Lowest unoccupied orbital energy (spin up / spin down) (eV): -0.334 / -0.257
Multiplicity: 1
Frontier orbital gap (spin up / spin down) (eV): 7.28 / 7.66
Energy above the lowest of the compared OMol25 structures with the same formula, charge and spin (kcal/mol): 112.3

```
24
C8H10F2N2O2, DFT wB97M-V/def2-TZVPD
C 0.027 0.278 -1.106
O 2.227 1.245 0.597
C 1.011 0.933 0.980
H 1.197 -3.512 -0.238
F 3.068 0.929 -1.484
C -0.822 -0.950 0.973
C 3.105 0.430 -0.155
C 0.380 -0.299 0.226
H -1.536 1.219 -2.131
H -1.224 -1.835 0.457
H -2.949 -0.562 1.406
F -3.552 0.852 -0.639
N -2.268 0.243 -0.461
H -0.542 -1.399 2.009
C 1.277 -1.436 0.091
H -1.841 0.751 1.570
H 0.711 0.926 -1.421
O 0.317 1.609 1.670
N 1.682 -2.540 -0.082
H 4.174 0.634 0.204
C -1.212 1.021 -1.043
H -1.127 1.999 -0.586
H -0.034 -0.487 -1.772
C -2.070 -0.050 0.937
```

---

No. 8
Entry from the OMol25 dataset: a 2-piece molecular cluster, C3H10Cl3NSi2 overall in a non-equilibrium geometry (wB97M-V/def2-TZVPD).

Calculated total energy (eV): -58086.476
Lowest unoccupied orbital energy (eV): -1.259
Multiplicity: 1
Frontier orbital gap (eV): 7.76
Energy above the lowest of the compared OMol25 structures with the same formula, charge and spin (kcal/mol): 125.7

```
19
C3H10Cl3NSi2, DFT wB97M-V/def2-TZVPD
H -0.730 0.014 1.539
H -0.002 1.444 -2.568
N 1.903 -1.052 -0.200
C 0.576 0.491 -2.291
H -1.198 1.284 0.558
Si 0.423 -0.318 -0.580
H 1.623 0.757 -2.396
H 0.195 -0.202 -3.052
C -0.323 0.814 0.960
Si 4.233 1.391 -0.245
H -0.404 -2.814 -0.726
Cl 5.341 0.327 -1.452
H 2.815 -0.483 -0.347
Cl 4.308 0.165 1.461
C -0.851 -1.860 -0.878
H -1.312 -1.938 -1.798
H -1.712 -1.756 -0.224
H 0.227 1.648 1.419
Cl 1.954 -2.612 0.548
```

---

Question: The highest calculated total energy belongs to which entry?
Answer: C2H3NO3

---

Question: Number 3 is which compound?
Answer: C55H47IKN10P